Model one:
DFT (ωB97M-V with the def2-TZVPD basis set) results for one molecule with the formula C17H19NO5.

Geometry as ORCA input:
```
! wB97M-V def2-TZVPD RIJCOSX def2/J DEFGRID3
* xyz 0 1
O -3.8578 -0.8606 0.0224
O 1.4245 -0.7729 2.1443
O 2.4540 3.4756 0.6000
O -1.0009 -1.8461 -2.9757
O -1.5905 -0.8704 -0.6114
C -2.9879 -1.1240 -0.7164
C 1.1365 0.2320 1.5123
C 1.7278 2.4937 0.6713
C -0.3833 1.5208 0.1558
C -0.0130 0.3475 0.7069
C -4.0363 -3.4047 -4.3886
C -4.8950 -3.3880 -3.2066
C -2.7393 -2.8766 -4.2238
C -4.5248 -2.6828 -2.0677
C -2.3346 -2.2684 -2.9860
C -3.2482 -2.0555 -1.9288
N 0.4446 2.5906 0.2187
C -0.9834 -0.8479 0.6720
C 4.7833 1.6663 0.6923
C 1.5086 2.1281 3.9642
C 3.5576 0.7773 0.6894
C 2.6099 1.6852 3.0280
C 2.2666 1.2881 1.4635
H -0.8229 -1.2595 -2.1583
H -1.3586 1.6256 -0.2226
H -4.3531 -3.7498 -5.3170
H -5.9530 -3.6420 -3.2981
H -1.9889 -2.7944 -4.9947
H -5.2774 -2.5102 -1.2391
H 0.2149 3.4303 -0.3331
H -0.5600 -1.8238 0.7659
H -1.6469 -0.6495 1.5067
H 5.6202 0.9651 0.5061
H 4.6625 2.2214 -0.2445
H 5.0681 2.2980 1.6214
H 1.0546 1.3452 4.5477
H 0.7366 2.6648 3.4732
H 1.9368 2.7409 4.8345
H 3.7566 -0.1589 0.9834
H 3.2519 0.5450 -0.3897
H 3.1722 0.8960 3.5842
H 3.1677 2.6484 2.9382
*
```

As for the HOMO energy: -8.822 eV. Its SMILES is CCC1(CC)C(=O)NC=C(COC(=O)c2ccccc2O)C1=O.

Atom charges from the Mulliken analysis, given in e for atoms 1 to 5: atom 1 (O): -0.539, atom 2 (O): -0.688, atom 3 (O): -0.639, atom 4 (O): -0.657, atom 5 (O): -0.297

***

Model two:
DFT (ωB97M-V with the def2-TZVPD basis set) results for one molecule with the formula C17H19NO5.

Geometry as ORCA input:
```
! wB97M-V def2-TZVPD RIJCOSX def2/J DEFGRID3
* xyz 0 1
C 4.3601 3.8775 -3.0298
H 3.6221 3.5391 -3.7635
O 5.2400 2.8397 -2.6650
C 4.7313 1.7283 -2.0780
C 3.3878 1.5262 -1.7959
C 2.9665 0.3417 -1.1887
C 3.8922 -0.6417 -0.8590
C 5.2315 -0.4314 -1.1440
C 5.6563 0.7338 -1.7451
H 6.6963 0.9045 -1.9695
H 5.9524 -1.1931 -0.8900
H 3.5837 -1.5594 -0.3868
N 1.6032 0.2209 -0.9405
C 0.9381 -0.8076 -0.4387
C -0.4215 -0.7941 -0.2152
C -1.2390 0.3537 -0.5626
O -0.8214 1.3399 -1.1429
O -2.5488 0.2928 -0.2462
C -2.9753 -0.6709 0.7067
C -2.6070 -0.1839 2.1153
C -3.0456 -1.1942 3.1811
C -4.3431 -1.9086 2.7840
C -5.1957 -1.0099 1.8958
C -4.4971 -0.8115 0.5501
H -4.6755 -1.6717 -0.0960
H -4.8631 0.0819 0.0443
H -6.1739 -1.4604 1.7262
H -5.3532 -0.0494 2.3892
H -4.8953 -2.1961 3.6792
H -4.1037 -2.8156 2.2277
H -3.1799 -0.6610 4.1236
H -2.2592 -1.9352 3.3282
H -1.5278 -0.0191 2.1690
H -3.0995 0.7786 2.2589
O -2.4032 -1.9396 0.4660
C -1.0696 -2.0252 0.2298
O -0.5150 -3.0902 0.3369
H 1.4735 -1.7123 -0.1805
H 1.0040 1.0133 -1.1996
H 2.6446 2.2697 -2.0385
H 3.8448 4.2922 -2.1579
H 4.9852 4.6480 -3.4778
*
```

As for the HOMO energy: -8.386 eV. Its SMILES is COc1cccc(NC=C2C(=O)OC3(CCCCC3)OC2=O)c1.

Atom charges from the Mulliken analysis, given in e for atoms 1 to 5: atom 1 (C): -0.800, atom 2 (H): 0.329, atom 3 (O): -0.421, atom 4 (C): 0.633, atom 5 (C): -0.008

***

What should be chosen as the most stable of them? Choose model two.

***

Model one:
DFT (ωB97M-V with the def2-TZVPD basis set) results for C5H8O3S as an isolated structure.

Geometry as ORCA input:
```
! wB97M-V def2-TZVPD RIJCOSX def2/J DEFGRID3
* xyz 0 1
C -0.6827 -1.5476 -1.1455
C -0.7898 -0.2314 1.1180
C -0.6222 1.2843 1.2154
C -0.3366 -0.4376 -0.3022
C 2.0740 -0.5602 -0.3490
O -0.3407 -1.7232 -2.2922
O -1.6706 1.7202 -1.2654
O 0.7485 2.0165 -1.0468
S -0.4491 1.3582 -0.6149
H -1.3328 -2.2909 -0.6295
H -0.2156 -0.7902 1.8584
H -1.8395 -0.5206 1.2211
H -1.4634 1.8288 1.6260
H 0.3067 1.5959 1.6800
H 2.2300 -0.9173 0.6500
H 2.2255 0.4776 -0.5686
H 2.1584 -1.2624 -1.1549
*
```

As for the HOMO energy (alpha / beta): -9.554 / -9.554 eV.

Atom charges from the Mulliken analysis, given in e for atoms 1 to 5: atom 1 (C): -0.200, atom 2 (C): -0.811, atom 3 (C): -0.493, atom 4 (C): 0.282, atom 5 (C): -0.633

***

Model two:
DFT (ωB97M-V with the def2-TZVPD basis set) results for one molecule with the formula C5H8O3S.

Geometry as ORCA input:
```
! wB97M-V def2-TZVPD RIJCOSX def2/J DEFGRID3
* xyz 0 1
C 0.8492 -0.7148 0.3066
C 0.4255 -0.2037 1.6660
C -1.0665 0.9434 -0.1177
C -0.2156 -0.5013 -0.6739
C -0.0499 -0.8587 -2.0863
O -1.2712 1.7691 2.3546
O 0.7217 2.3985 1.1496
O -1.5193 -0.4334 -0.0757
S -0.3276 1.4358 1.3515
H 1.6628 -0.1962 -0.0564
H 1.2784 -1.6778 0.1031
H -0.1432 -0.8689 2.2055
H 1.3451 0.0458 2.2622
H -1.5330 1.5177 -0.8980
H 0.3715 0.0450 -2.5424
H -1.0841 -0.9934 -2.5853
H 0.5562 -1.7071 -2.3635
*
```

As for the HOMO energy: -9.646 eV. Its SMILES is C[C@@]12CCS(=O)(=O)[C@@H]1O2.

Atom charges from the Mulliken analysis, given in e for atoms 1 to 5: atom 1 (C): -0.983, atom 2 (C): -0.847, atom 3 (C): -0.224, atom 4 (C): 0.966, atom 5 (C): -1.480

***

What should be chosen as the most stable of them? Choose model two.

***

Model one:
DFT (ωB97M-V with the def2-TZVPD basis set) results for one molecule with the formula C2H8N4S2.

Geometry as ORCA input:
```
! wB97M-V def2-TZVPD RIJCOSX def2/J DEFGRID3
* xyz 0 1
C -1.5905 -0.4645 1.2580
C 0.3390 0.0380 -0.1388
H -1.2142 0.2905 1.9839
H -2.6805 -0.3883 1.1976
H -1.2825 -1.4550 1.5718
H -1.3741 -2.2099 -1.1350
H 0.4364 0.1762 -2.1891
H -0.5194 2.5096 -1.2926
H 2.7075 0.1666 -0.1424
H 2.9100 -0.4223 1.4153
N -1.0659 -0.1313 -0.0605
N 0.8609 0.5806 -1.3435
N 1.0681 -0.2045 0.8668
N 2.3767 0.1726 0.8205
S -1.7920 -0.9572 -1.3618
S 0.8204 2.2989 -1.4499
*
```

As for the HOMO energy: -8.376 eV. Its SMILES is CN(S)/C(=N/N)NS.

Atom charges from the Mulliken analysis, given in e for atoms 1 to 5: atom 1 (C): -0.821, atom 2 (C): 0.426, atom 3 (H): 0.300, atom 4 (H): 0.275, atom 5 (H): 0.333

***

Model two:
DFT (ωB97M-V with the def2-TZVPD basis set) results for C2H8N4S2 as an isolated structure.

Geometry as ORCA input:
```
! wB97M-V def2-TZVPD RIJCOSX def2/J DEFGRID3
* xyz 0 1
C 1.5710 1.6217 1.0148
C -0.3250 0.3507 -0.3697
H 0.4981 2.3717 1.1398
H 1.8846 1.0660 2.3255
H 2.6370 2.3252 0.3942
H 2.6957 0.0536 -1.6293
H 0.1086 -1.7160 -0.8061
H -0.3447 -1.4709 1.4852
H -2.7852 0.7356 -1.0423
H -2.7076 2.4906 -0.5969
N 0.9839 0.4201 0.2688
N -0.7587 -0.9233 -0.8465
N -1.0350 1.4447 -0.1650
N -2.4145 1.5186 -0.4370
S 2.1833 -0.6145 -0.4666
S -1.3640 -1.5674 0.6614
*
```

As for the HOMO energy: -7.990 eV.

Atom charges from the Mulliken analysis, given in e for atoms 1 to 5: atom 1 (C): -0.719, atom 2 (C): 0.623, atom 3 (H): 0.300, atom 4 (H): 0.217, atom 5 (H): 0.231

***

What should be chosen as the most stable of them? Choose model one.

***

Model one:
DFT (ωB97M-V with the def2-TZVPD basis set) results for a 2-piece molecular cluster, C5H15N2O overall.

Geometry as ORCA input:
```
! wB97M-V def2-TZVPD RIJCOSX def2/J DEFGRID3
* xyz 0 2
O -1.5322 2.1672 -1.7090
C -0.6939 2.1885 -0.8435
C 0.6116 1.3673 -1.0091
N 0.2627 0.1953 -1.8681
H -0.7677 2.8469 0.0042
H 1.3969 1.9866 -1.4530
H 0.9482 0.9379 -0.0341
H 1.0719 -0.3619 -2.2507
H -0.2896 -0.4369 -1.3108
H -0.3170 0.5936 -2.6333
C -1.6412 -1.3130 1.5554
C -0.1868 -0.8204 1.6709
N 0.7111 -1.5960 0.7965
C 2.1728 -1.5830 1.1794
H -2.2663 -0.7701 2.2747
H -1.8569 -2.3531 1.8544
H -2.0894 -1.1691 0.5661
H 0.1635 -0.7736 2.7264
H -0.2329 0.2297 1.3106
H 0.5034 -2.6070 1.1469
H 2.6246 -2.4246 0.6292
H 2.5646 -0.6346 0.7839
H 2.4128 -1.6339 2.2402
*
```

Its expectation value of S² is 0.753. As for the HOMO energy (alpha / beta): -3.744 / -8.104 eV.

Atom charges from the Mulliken analysis, given in e for atoms 1 to 5: atom 1 (O): -0.640, atom 2 (C): -0.351, atom 3 (C): -0.363, atom 4 (N): -0.584, atom 5 (H): 0.476

***

Model two:
DFT (ωB97M-V with the def2-TZVPD basis set) results for a 2-piece molecular cluster, C5H15N2O overall.

Geometry as ORCA input:
```
! wB97M-V def2-TZVPD RIJCOSX def2/J DEFGRID3
* xyz 0 2
O 1.4370 -3.2455 -0.0047
C 0.7451 -2.5329 0.7887
C -0.5743 -1.9906 0.2856
N -0.3296 -1.7762 -1.1702
H 0.9497 -2.4395 1.8621
H -1.4007 -2.6997 0.4454
H -0.8171 -1.0221 0.7102
H -1.1605 -1.6090 -1.7308
H 0.2802 -0.9540 -1.2696
H 0.1769 -2.6166 -1.4871
C 1.8954 1.5719 0.0535
C 0.4939 1.3819 0.5981
N -0.4988 1.3832 -0.4926
C -1.8825 1.6915 -0.0444
H 2.6034 1.6350 0.8843
H 2.0700 2.5104 -0.4845
H 2.2208 0.7544 -0.5890
H 0.2656 2.1037 1.3916
H 0.5128 0.3949 1.0716
H -0.2775 2.2477 -0.9683
H -2.4493 1.9380 -0.9391
H -2.2995 0.7815 0.3943
H -1.9612 2.4921 0.6951
*
```

Its expectation value of S² is 0.753. As for the HOMO energy (alpha / beta): -4.303 / -8.038 eV.

Atom charges from the Mulliken analysis, given in e for atoms 1 to 5: atom 1 (O): -0.726, atom 2 (C): -0.305, atom 3 (C): -0.309, atom 4 (N): -0.401, atom 5 (H): 0.402

***

What should be chosen as the most stable of them? Choose model two.

***

Model one:
DFT (ωB97M-V with the def2-TZVPD basis set) results for C2H3BrOS as an isolated structure.

Geometry as ORCA input:
```
! wB97M-V def2-TZVPD RIJCOSX def2/J DEFGRID3
* xyz 0 1
C -0.7421 0.9025 -0.1520
C 0.3703 -0.6613 0.5549
O 0.5568 -1.3436 -0.5836
S -0.5786 1.1311 -1.7287
Br -1.2522 2.1170 1.2462
H -0.0105 -1.3532 1.2926
H 1.3105 0.0683 0.7257
H 0.3459 -0.8608 -1.3552
*
```

As for the HOMO energy: -9.084 eV.

Atom charges from the Mulliken analysis, given in e for atoms 1 to 5: atom 1 (C): 0.146, atom 2 (C): -0.236, atom 3 (O): -0.379, atom 4 (S): -0.268, atom 5 (Br): -0.069

***

Model two:
DFT (ωB97M-V with the def2-TZVPD basis set) results for a 2-piece molecular cluster, C2H3BrOS overall.

Geometry as ORCA input:
```
! wB97M-V def2-TZVPD RIJCOSX def2/J DEFGRID3
* xyz 0 1
C 0.5834 0.8285 -0.0750
C 0.7807 -0.5714 0.2221
O 0.8553 1.3447 -1.1349
S -1.6261 -1.3463 -0.2211
Br -2.7753 0.4388 -0.2657
H 0.1771 1.4235 0.7587
H 1.2333 -1.2017 -0.5257
H 0.7716 -0.9160 1.2414
*
```

As for the HOMO energy (alpha / beta): -9.158 / -9.135 eV.

Atom charges from the Mulliken analysis, given in e for atoms 1 to 5: atom 1 (C): 0.090, atom 2 (C): -0.730, atom 3 (O): -0.448, atom 4 (S): -0.058, atom 5 (Br): 0.010

***

What should be chosen as the most stable of them? Choose model two.

***

Model one:
DFT (ωB97M-V with the def2-TZVPD basis set) results for one molecule with the formula C7H8OS.

Geometry as ORCA input:
```
! wB97M-V def2-TZVPD RIJCOSX def2/J DEFGRID3
* xyz 0 1
C -0.7747 -0.8291 -0.4026
C -1.8325 0.2532 -0.5916
C -2.9622 0.1787 0.0852
C 0.6931 -0.3797 -0.2416
C 1.0706 0.8862 0.0413
C 2.4702 1.0906 0.2665
C 3.1008 -0.1393 0.0860
H -0.6674 -1.1462 1.4748
H -0.8206 -1.5764 -1.1759
H -1.5771 1.0776 -1.2903
H -3.3420 -0.6031 0.7406
H -3.8482 0.8533 -0.1805
H 0.2922 1.6186 0.1578
H 2.9743 2.0393 0.6616
H 4.1532 -0.2305 0.0207
O -0.9847 -1.6998 0.6667
S 2.0550 -1.3933 -0.3187
*
```

As for the HOMO energy: -8.917 eV. Its SMILES is C=C[C@H](O)c1cccs1.

Atom charges from the Mulliken analysis, given in e for atoms 1 to 5: atom 1 (C): 0.363, atom 2 (C): -0.484, atom 3 (C): -0.723, atom 4 (C): -0.142, atom 5 (C): -0.123

***

Model two:
DFT (ωB97M-V with the def2-TZVPD basis set) results for one molecule with the formula C7H8OS.

Geometry as ORCA input:
```
! wB97M-V def2-TZVPD RIJCOSX def2/J DEFGRID3
* xyz 0 1
C -0.9518 1.0027 1.1890
C 0.4290 0.9098 0.9174
C -1.8019 0.1073 0.6407
C 0.9732 0.1411 -0.0472
C 0.0472 -0.9068 -0.8201
C -1.3654 -0.9115 -0.3611
C 2.4578 0.3764 -0.2970
O -2.1803 -1.2876 -1.3669
S -0.3554 -2.3805 0.1562
H -1.1215 1.8092 1.8543
H 0.9855 1.6151 1.4295
H -2.7836 0.3333 0.9680
H 0.4088 -1.1157 -1.8046
H 3.0901 -0.3090 0.2700
H 2.6465 1.3530 -0.2367
H 2.5657 0.1631 -1.4001
H -3.0441 -0.9000 -1.0913
*
```

As for the HOMO energy: -8.368 eV. Its SMILES is CC1=CC=C[C@]2(O)S[C@H]12.

Atom charges from the Mulliken analysis, given in e for atoms 1 to 5: atom 1 (C): -0.420, atom 2 (C): -0.511, atom 3 (C): -0.775, atom 4 (C): 0.422, atom 5 (C): -0.502

***

What should be chosen as the most stable of them? Choose model one.